A 6-piece molecular cluster, C25H57N3O18S5 overall, computed with the ωB97M-V functional and the def2-TZVPD basis.

Geometry as XYZ:
```
108
Properties=species:S:1:pos:R:3:forces:R:3
C 6.20543 0.73094 2.67273 0.3 0.8 -0.1
O 4.75478 0.81844 2.90658 0.4 -1.8 -0.1
C 4.07410 -0.46623 2.60042 0.5 -0.4 -1.7
C 2.48828 -0.27330 2.22872 -0.1 -0.6 0.3
C 1.46707 -0.28206 3.51125 -0.7 0.5 -0.7
C 1.83437 0.78751 4.69979 -0.8 0.2 0.7
C 2.02161 0.07067 6.18970 0.0 0.9 0.3
C 3.58038 -0.35495 6.51231 -0.7 1.7 0.2
N 3.97728 -1.72456 6.00197 2.0 -3.7 -1.0
C 5.44327 -2.11576 6.02015 -2.9 -4.6 -2.6
N 5.56376 -3.52386 5.40885 -3.5 5.2 2.0
N 4.23374 -3.88370 5.09564 -2.6 4.2 1.6
C 3.71412 -5.15266 4.44876 -3.1 -7.1 -4.4
O 4.44836 -6.27274 4.36472 -3.2 7.2 1.2
O 2.34248 -5.07576 3.85923 7.3 1.1 3.9
C 3.16272 -2.86963 5.43338 5.9 0.9 0.8
H 6.74434 -0.03696 3.38300 -1.1 1.2 -1.5
H 6.37782 0.47109 1.53584 -0.1 0.4 2.3
H 6.64569 1.81179 2.92275 -1.0 -2.4 -0.7
H 4.59946 -0.86718 1.60625 -1.1 0.7 2.0
H 4.29128 -1.28695 3.41755 -0.6 1.7 -1.4
H 2.33387 0.70345 1.60167 0.5 -1.8 1.3
H 2.16297 -1.18699 1.53556 0.8 2.0 1.5
H 0.40027 0.04738 3.08953 2.3 -0.8 0.9
H 1.31529 -1.39276 3.89016 0.5 2.3 -0.6
H 0.91004 1.53006 4.83179 2.1 -1.8 -0.4
H 2.75448 1.48209 4.44701 -1.6 -1.7 0.5
H 1.24696 -0.80914 6.37325 1.7 1.7 -0.5
H 1.73689 0.90253 6.99690 0.8 -1.9 -1.7
H 4.25861 0.45401 5.96769 -1.3 -1.9 1.0
H 3.81592 -0.25826 7.67040 -0.6 -0.6 -2.4
H 6.38966 -1.50765 6.39157 -2.6 -1.3 -0.9
H 1.99900 -2.90430 5.30753 2.8 -0.2 0.1
O -1.19980 1.66676 5.35164 -1.0 -0.3 -0.3
S -2.46590 0.98097 5.48025 -0.7 0.0 0.6
O -3.10185 0.32390 4.36054 0.8 0.6 0.5
O -3.54113 1.98415 6.18472 0.9 -1.3 0.1
C -3.81641 3.22819 5.55140 -0.3 1.0 -0.8
C -4.62677 3.04163 4.28132 0.0 -0.2 -0.3
C -2.34013 -0.20614 6.80157 0.0 0.2 0.0
H -2.88580 3.77100 5.35205 0.0 -0.2 0.1
H -4.39612 3.83343 6.25768 0.2 -0.4 0.1
H -4.06326 2.48017 3.53134 -0.1 0.1 0.1
H -4.89355 4.00527 3.84012 0.0 0.0 0.2
H -5.54065 2.47594 4.48892 0.1 0.1 0.0
H -1.89228 0.26892 7.67464 -0.1 0.0 -0.1
H -1.69699 -1.01637 6.44797 -0.1 0.2 -0.1
H -3.33390 -0.59203 7.02620 0.1 0.1 -0.1
O -2.54821 3.01562 0.20569 -0.4 -0.8 -0.6
S -2.55886 1.96525 -0.78751 0.6 -0.5 0.1
O -3.73832 1.65135 -1.56229 0.6 0.4 0.8
O -1.98918 0.59436 -0.11304 0.2 1.2 -1.1
C -2.65959 0.07766 1.03068 -0.8 -0.4 1.0
C -4.01201 -0.50905 0.66829 -0.3 0.1 -0.2
C -1.22239 2.24683 -1.93009 0.0 -0.1 0.1
H -2.75620 0.85136 1.80041 0.1 0.0 -0.2
H -2.02861 -0.71469 1.44933 0.2 0.3 -0.3
H -4.68859 0.26127 0.28867 0.1 -0.1 0.1
H -4.48834 -0.96616 1.53925 0.2 0.0 0.0
H -3.90511 -1.26167 -0.11938 0.0 0.1 0.2
H -0.30789 2.45522 -1.37441 -0.1 -0.1 0.0
H -1.49412 3.11388 -2.53795 -0.1 -0.1 0.2
H -1.10908 1.36893 -2.56522 0.0 0.0 0.1
O -4.66285 4.80107 -6.66520 -0.7 -0.7 0.2
S -5.35457 3.53453 -6.75042 0.3 -0.6 0.0
O -6.79320 3.43555 -6.64812 1.0 0.4 0.0
O -4.67667 2.49023 -5.69751 -0.3 0.4 -1.4
C -4.64956 2.84546 -4.31998 -0.1 0.2 1.2
C -6.03253 2.77677 -3.69768 -0.3 0.2 0.0
C -4.86338 2.71620 -8.25375 0.1 0.0 0.2
H -4.20437 3.83794 -4.18879 -0.1 0.0 -0.2
H -3.99421 2.12974 -3.81059 -0.1 0.1 -0.5
H -6.70613 3.51046 -4.14848 0.1 -0.1 0.1
H -5.99157 2.98212 -2.62503 0.2 -0.1 -0.1
H -6.47675 1.78922 -3.85797 0.1 0.1 0.1
H -3.77737 2.74545 -8.34453 -0.1 0.0 0.1
H -5.32088 3.26199 -9.08316 0.0 0.0 0.3
H -5.23225 1.69124 -8.23536 0.0 0.1 0.0
O -4.49497 -3.61350 -7.34465 -0.5 0.8 -0.6
S -5.14701 -2.97143 -8.46378 -0.4 -0.3 -0.2
O -4.89231 -1.59224 -8.81434 0.0 -0.9 0.5
O -6.75707 -3.19600 -8.33722 1.2 -0.3 -0.7
C -7.41190 -2.72838 -7.16374 -0.5 0.6 1.0
C -7.49018 -1.21262 -7.13366 0.2 0.3 0.0
C -4.87871 -3.95690 -9.92249 -0.1 0.0 0.1
H -6.91662 -3.11790 -6.26742 0.1 0.0 -0.2
H -8.42880 -3.13711 -7.17188 0.3 -0.2 -0.3
H -6.49381 -0.76600 -7.07828 -0.1 -0.1 0.0
H -8.05588 -0.86536 -6.26543 0.0 -0.1 -0.1
H -7.96325 -0.83469 -8.04561 0.0 -0.1 0.2
H -5.09430 -5.00193 -9.69899 0.0 0.2 0.0
H -3.82705 -3.84493 -10.19923 -0.2 0.1 0.2
H -5.51532 -3.58331 -10.72380 0.0 0.0 0.1
O 8.98336 -0.24278 1.11499 0.6 -0.4 -0.6
S 9.44380 -1.26442 0.20170 -0.2 -0.5 -0.5
O 10.80989 -1.73740 0.20218 -0.9 0.7 0.2
O 9.03209 -0.83948 -1.31774 -0.2 -0.8 1.1
C 9.51084 0.40154 -1.82291 0.6 1.0 -0.4
C 11.00229 0.35351 -2.10190 0.3 -0.1 0.2
C 8.38120 -2.68537 0.35239 0.0 0.2 -0.1
H 9.26203 1.21705 -1.13482 0.0 -0.2 0.1
H 8.97958 0.59954 -2.76088 -0.1 -0.3 0.3
H 11.57239 0.20327 -1.18120 -0.1 0.0 -0.1
H 11.34767 1.28610 -2.55511 -0.2 -0.1 0.0
H 11.24109 -0.48062 -2.76935 -0.1 0.2 0.0
H 7.33977 -2.36432 0.32284 0.1 0.0 0.0
H 8.59961 -3.15144 1.31685 0.1 0.2 -0.1
H 8.60460 -3.38140 -0.45543 0.0 0.1 0.1
```
Forces are in eV/Å.

Output
* gap between HOMO and LUMO: 7.6 eV
* calculated total energy: -122338.34611 eV
* max |F|: 0.1738 Eh/bohr
* total charge: 0
* 2S+1: 1
* LUMO energy: -1.0 eV

Löwdin atomic charge list, values in e, 6 entries: -0.12 -0.29 -0.20 -0.16 -0.19 -0.18


A 3-piece molecular cluster, C25H58BN2O3P overall, computed with the ωB97M-V functional and the def2-TZVPD basis.

Geometry as XYZ:
```
90
Properties=species:S:1:pos:R:3:forces:R:3
C 3.64042 4.84923 -2.99001 -0.1 0.4 0.4
C 2.53748 5.77868 -2.45394 0.4 0.2 0.1
C 1.89861 6.65356 -3.52137 0.2 -0.1 -0.5
C 1.15899 5.92192 -4.66751 -0.6 -0.2 0.0
B 0.48031 4.55388 -4.24565 0.7 0.4 0.3
C 0.99155 3.20439 -4.87622 -0.9 -0.1 1.0
C 0.50520 1.89195 -4.21227 0.4 0.0 -0.5
C 1.58046 1.20204 -3.37632 -0.1 -0.6 -0.5
C 1.23342 -0.27998 -3.09048 -0.4 0.8 0.7
C 0.63419 -0.45550 -1.67918 0.6 0.2 -0.3
C 1.69556 -0.77911 -0.62414 -0.9 -0.2 -0.5
O 1.20618 -1.72916 0.35077 0.5 0.5 0.8
C 0.75323 -1.14811 1.49869 -1.2 1.1 -0.1
C 1.20010 -1.86377 2.74698 -0.1 -0.3 -0.7
O 0.03539 -0.15588 1.49806 1.3 -1.3 -0.1
P -0.99019 4.62896 -3.07466 -0.7 0.0 -0.2
C -0.68256 3.61698 -1.55159 0.0 0.0 -0.4
O -1.04292 6.21122 -2.50348 0.4 -0.4 -0.1
H 3.30836 3.82607 -3.12437 0.0 -0.1 -0.2
H 4.46387 4.83641 -2.27920 0.1 -0.2 0.1
H 4.04673 5.25653 -3.91268 0.0 -0.2 -0.2
H 1.80203 5.23315 -1.86336 -0.2 -0.1 -0.1
H 3.02388 6.45373 -1.74845 -0.1 0.1 0.1
H 1.23667 7.39499 -3.08630 -0.1 -0.1 0.3
H 2.71264 7.22149 -3.97702 0.0 0.1 0.0
H 1.78968 5.76696 -5.54264 0.2 0.0 0.0
H 0.35952 6.59231 -4.99550 0.0 0.1 -0.1
H 0.68579 3.20002 -5.92360 0.2 0.1 -0.2
H 2.07801 3.25545 -4.82954 0.2 0.0 -0.3
H -0.40718 2.03708 -3.63876 -0.1 0.0 0.1
H 0.25214 1.19325 -5.00937 -0.1 -0.1 0.0
H 1.76535 1.73215 -2.44269 0.2 0.1 0.1
H 2.49166 1.21209 -3.97481 0.2 0.2 0.1
H 2.12990 -0.88130 -3.21373 0.0 -0.3 -0.1
H 0.47584 -0.58213 -3.80777 0.1 -0.2 -0.3
H 0.17164 0.49134 -1.40819 -0.4 -0.1 0.1
H -0.12557 -1.23061 -1.66495 -0.1 -0.2 0.1
H 2.00271 0.12834 -0.11390 0.2 0.0 0.1
H 2.53811 -1.27374 -1.09498 0.2 0.0 0.1
H 0.41557 -2.55995 3.03374 -0.1 0.0 0.3
H 1.39443 -1.13708 3.52399 -0.1 0.0 0.2
H 2.08077 -2.45799 2.53009 0.2 0.0 0.1
H -1.12872 4.11026 -0.69108 0.1 0.2 0.1
H -1.23191 2.68640 -1.66542 0.1 -0.2 0.0
H 0.36518 3.40419 -1.36869 0.1 0.0 0.2
H -1.39288 6.16515 -1.61400 -0.2 0.3 0.3
C 1.49777 -3.42932 6.88207 0.0 0.0 0.0
C 1.67233 -4.91409 6.60000 0.0 0.1 0.1
N 2.10534 -5.19137 5.24354 0.0 -0.1 -0.1
C 2.00663 -6.59488 4.88172 -0.1 -0.1 -0.1
C 2.89301 -7.59961 5.62749 0.0 -0.1 -0.1
C 3.31452 -4.51036 4.81993 0.2 0.2 0.0
C 4.60002 -4.74313 5.62624 0.1 0.0 -0.1
H 0.81520 -2.97419 6.16299 0.0 0.0 0.0
H 1.08049 -3.29190 7.88011 0.0 0.0 0.0
H 2.44495 -2.88962 6.85021 0.0 0.0 0.0
H 0.70532 -5.40299 6.74382 0.0 -0.1 0.0
H 2.35050 -5.33989 7.35657 0.0 0.0 0.0
H 2.19201 -6.68438 3.80792 0.1 0.1 0.0
H 0.96229 -6.89112 5.02101 0.0 0.1 0.1
H 3.93172 -7.54691 5.30443 0.0 0.0 0.0
H 2.54599 -8.61456 5.42408 0.0 0.0 0.0
H 2.86019 -7.45475 6.70751 0.0 0.0 0.0
H 3.11088 -3.43623 4.81278 0.0 0.0 0.1
H 3.50290 -4.76149 3.77283 -0.1 -0.1 0.0
H 4.42285 -4.70825 6.70192 0.0 0.0 0.0
H 5.32669 -3.96278 5.39127 0.0 0.0 0.0
H 5.06837 -5.69689 5.38906 0.0 0.0 0.1
C -6.60796 -0.10392 -3.20781 0.0 0.0 0.0
C -5.39559 -0.52621 -2.39167 -0.1 0.0 0.0
N -4.75392 0.57931 -1.70699 0.1 0.1 0.0
C -3.45206 0.24099 -1.16120 0.2 -0.1 0.0
C -3.38141 -0.80400 -0.04137 0.1 0.0 0.0
C -5.61464 1.37344 -0.84965 -0.2 0.1 0.0
C -6.35239 0.66096 0.29272 0.0 0.1 0.1
H -6.34522 0.68313 -3.91551 0.0 0.0 0.0
H -6.98530 -0.95736 -3.77243 0.0 0.0 0.0
H -7.42355 0.25426 -2.57874 0.0 0.0 0.0
H -4.66135 -0.96150 -3.07483 0.1 0.0 0.1
H -5.69619 -1.33346 -1.70451 0.0 0.0 0.0
H -2.97215 1.16082 -0.81423 -0.1 0.0 0.0
H -2.83094 -0.11026 -1.99257 -0.1 0.0 -0.1
H -3.72046 -0.40347 0.91282 0.0 0.0 0.0
H -2.34552 -1.12117 0.09732 0.0 0.0 0.0
H -3.96853 -1.69349 -0.27182 0.0 0.0 0.0
H -6.36065 1.86225 -1.48098 0.0 -0.1 0.0
H -5.02037 2.19293 -0.43776 0.1 -0.1 0.0
H -6.79248 -0.28387 -0.02889 0.0 0.0 0.0
H -7.16690 1.29245 0.65342 0.0 0.0 0.0
H -5.70204 0.46100 1.14272 0.0 -0.1 0.0
```
Forces are in eV/Å.

Output
* gap between HOMO and LUMO: 8.3 eV
* calculated total energy: -45953.04527 eV
* max |F|: 0.0355 Eh/bohr
* total charge: 0
* 2S+1: 1
* LUMO energy: 0.6 eV

Löwdin atomic charge list, values in e, 6 entries: -0.08 -0.25 -0.23 -0.17 -0.48 -0.15